[1]
DFT (ωB97M-V/def2-TZVPD) results for 7 unconnected molecules or ions with the total composition C11H38N3O6 in a non-equilibrium geometry.

Values from the calculation:
**Energy above the lowest of the compared OMol25 structures with the same formula, charge and spin**: 72.04 kJ/mol
**HOMO-LUMO gap**: 5.73 eV
**Strongest force on any atom**: 1.44 eV Å⁻¹
**Electronic energy**: -28776.9421 eV
**Net charge**: -1
**HOMO energy**: -3.45 eV
**E_LUMO**: 2.280 eV

Bonds (Å) are listed after each position.
Cartesian coordinates (Å):
1 N -0.39443 0.35485 0.11743  H2 1.048, H3 1.034, H4 1.065, H5 1.020
2 H 0.30483 0.69884 0.81849  N1 1.048
3 H -1.30290 0.69721 0.47209  N1 1.034
4 H -0.28412 -0.69904 0.01175  N1 1.065
5 H -0.18183 0.81186 -0.76917  N1 1.020
6 C 1.32164 2.33887 2.22477  O7 1.368, H8 1.129, H9 1.122, H10 1.112
7 O 1.06856 1.00914 2.42004  C6 1.368
8 H 1.12446 2.66801 1.16281  C6 1.129
9 H 0.63358 2.99044 2.82471  C6 1.122
10 H 2.34786 2.66026 2.50686  C6 1.112
11 C -2.24246 -3.49318 -0.31665  C12 1.534, H14 1.096, H15 1.095, H16 1.095
12 C -1.15574 -2.62557 -0.96405  C11 1.534, O13 1.360, H17 1.123, H18 1.112
13 O -0.10421 -2.35719 -0.14448  C12 1.360
14 H -3.11932 -3.64233 -0.95745  C11 1.096
15 H -2.53846 -3.11872 0.66870  C11 1.095
16 H -1.79214 -4.47021 -0.11093  C11 1.095
17 H -1.66647 -1.71726 -1.38320  C12 1.123
18 H -0.79274 -3.21354 -1.83516  C12 1.112
19 O 0.44619 1.87376 -2.18004  H20 0.962, H21 0.963
20 H 0.09126 1.96911 -3.06904  O19 0.962
21 H 0.81919 2.73511 -1.96501  O19 0.963
22 O 0.20321 -2.96845 2.56704  H23 0.960, H24 0.984
23 H -0.44357 -2.67871 3.21512  O22 0.960
24 H -0.05223 -2.50855 1.73600  O22 0.984
25 C 4.44339 -2.22094 0.59558  C26 1.520, H31 1.096, H32 1.094, H33 1.089
26 C 5.09359 -0.99606 1.21844  C25 1.520, C27 1.511, N30 1.475, H34 1.100
27 C 4.27920 0.26029 1.01241  C26 1.511, O28 1.434, H35 1.100, H36 1.095
28 O 4.39532 0.65497 -0.36116  C27 1.434, C29 1.404
29 C 3.49334 1.68260 -0.67917  O28 1.404, H37 1.097, H38 1.088, H39 1.100
30 N 5.19368 -1.21896 2.67296  C26 1.475, H40 1.018, H41 1.018
31 H 3.39876 -2.30799 0.91440  C25 1.096
32 H 4.90113 -3.14821 0.95193  C25 1.094
33 H 4.41498 -2.18354 -0.49215  C25 1.089
34 H 6.08029 -0.86794 0.74902  C26 1.100
35 H 4.74161 1.07138 1.59387  C27 1.100
36 H 3.22054 0.13281 1.26303  C27 1.095
37 H 2.46763 1.30035 -0.61474  C29 1.097
38 H 3.69595 2.07319 -1.67463  C29 1.088
39 H 3.56558 2.48290 0.07265  C29 1.100
40 H 5.92215 -0.62410 3.06353  N30 1.018
41 H 5.59829 -2.14072 2.82156  N30 1.018
42 C -3.18644 2.90692 -1.06378  C43 1.526, H48 1.094, H49 1.090, H50 1.096
43 C -3.86064 1.73783 -0.35240  C42 1.526, C44 1.510, N47 1.468, H51 1.097
44 C -3.95612 0.52987 -1.25402  C43 1.510, O45 1.409, H52 1.103, H53 1.100
45 O -5.01323 0.64755 -2.17794  C44 1.409, C46 1.404
46 C -5.15263 -0.52244 -2.94117  O45 1.404, H54 1.094, H55 1.100, H56 1.090
47 N -3.00850 1.38064 0.78850  C43 1.468, H57 1.020, H58 1.017
48 H -2.22179 2.64169 -1.50536  C42 1.094
49 H -3.03470 3.79951 -0.45625  C42 1.090
50 H -3.80247 3.18500 -1.92670  C42 1.096
51 H -4.87391 2.08116 -0.10847  C43 1.097
52 H -4.08621 -0.36125 -0.61660  C44 1.103
53 H -3.01354 0.33062 -1.78421  C44 1.100
54 H -5.46013 -1.37882 -2.33343  C46 1.094
55 H -4.23245 -0.80875 -3.47114  C46 1.100
56 H -5.86257 -0.30530 -3.73951  C46 1.090
57 H -3.52448 0.70705 1.35529  N47 1.020
58 H -2.90578 2.16395 1.42900  N47 1.017

=====

[2]
DFT (ωB97M-V/def2-TZVPD) results for 2 unconnected molecules or ions with the total composition C5H9NO in a non-equilibrium geometry.

Values from the calculation:
**Energy above the lowest of the compared OMol25 structures with the same formula, charge and spin**: 381.79 kJ/mol
**HOMO-LUMO gap**: 8.50 eV
**Strongest force on any atom**: 7.60 eV Å⁻¹
**Electronic energy**: -8865.2556 eV
**Net charge**: 0
**HOMO energy**: -9.03 eV
**E_LUMO**: -0.533 eV

Bonds (Å) are listed after each position.
Cartesian coordinates (Å):
1 C 0.01204 -0.01694 -2.07208  C3 1.484, H7 1.096, H8 1.087, H9 1.090
2 C 1.22790 1.35696 0.41064  C4 1.511, H10 1.088, H11 1.093, H12 1.088
3 C 0.36827 -0.67554 -0.79115  C1 1.484, C4 1.380, H5 1.084
4 C 0.72436 -0.06769 0.39594  C2 1.511, C3 1.380, H6 1.091
5 H 0.72666 -1.68811 -0.93612  C3 1.084
6 H 1.45601 -0.67737 0.92726  C4 1.091
7 H 0.78471 -0.19152 -2.82884  C1 1.096
8 H -0.09235 1.06226 -1.99548  C1 1.087
9 H -0.91536 -0.43986 -2.45700  C1 1.090
10 H 0.76090 1.99705 -0.33435  C2 1.088
11 H 2.28585 1.44338 0.14887  C2 1.093
12 H 1.12521 1.77071 1.41176  C2 1.088
13 N -1.88788 -0.96434 2.80028  C14 1.230, H16 1.008
14 C -1.62996 -0.84773 1.60329  N13 1.230, O15 1.215
15 O -2.18072 -0.79745 0.52119  C14 1.215
16 H -2.76564 -1.26379 3.19578  N13 1.008

=====

- The highest electronic energy belongs to which entry?
  C5H9NO

=====

- Which formula does entry 1 have?
  C11H38N3O6

=====

- Which formula does entry 1 have?
  C11H38N3O6

=====

- The highest strongest force on any atom belongs to which entry?
  C5H9NO